C15H38O12S3V as an isolated structure. Source: the OMol25 dataset; level of theory: the ωB97M-V functional and the def2-TZVPD basis.

Computed properties:
- calculated total energy (eV) = -98931.90126
- relative energy (zero: lowest compared OMol25 entry of this formula, charge and spin) (kJ/mol) = 130.3
- E_LUMO (spin up / spin down) (eV) = 0.2 / 0.2

Geometry as ORCA input:
```
! wB97M-V def2-TZVPD RIJCOSX def2/J DEFGRID3
* xyz 0 2
V 1.05 -0.94 0.39
S 0.98 -0.38 -3.27
S -2.00 0.24 0.04
S 3.01 2.18 0.27
O 2.05 3.33 0.95
O -0.26 -2.60 0.53
O 1.28 0.92 -3.76
O 2.21 0.97 0.09
O 1.06 -0.65 -1.84
O 2.50 -1.67 0.37
O -2.48 1.74 0.56
O -2.81 -0.12 -1.12
O 4.22 2.11 1.06
O -0.56 0.30 -0.03
O 1.83 -1.42 -4.23
O 0.99 -0.38 2.53
C 3.37 2.88 -1.32
C -0.32 1.32 3.62
C -1.95 -4.29 0.56
C 0.11 4.34 1.75
C 0.65 3.29 0.86
C -0.67 -0.69 -3.86
C -2.53 -0.72 1.52
C 1.71 0.37 4.80
C -0.54 -3.91 0.16
C 2.94 -3.44 -4.71
C 1.09 0.72 3.42
C -3.78 2.19 0.26
C -0.35 -4.19 -1.35
C 2.00 -2.74 -3.78
C -4.25 3.30 1.09
H -0.84 -1.75 -3.70
H 2.59 -3.31 -5.73
H -3.82 2.48 -0.79
H -5.32 3.52 1.02
H -0.96 4.21 1.58
H 3.91 -2.95 -4.60
H 0.31 4.34 2.83
H 2.71 -0.05 4.69
H 0.98 -3.12 -3.86
H -1.95 -5.38 0.52
H -0.64 -0.47 -4.93
H 3.06 -4.51 -4.52
H -3.69 4.20 0.86
H 0.21 2.32 1.08
H -1.09 -3.82 -2.06
H -3.37 -0.29 2.05
H -0.17 -5.27 -1.43
H 0.41 5.33 1.42
H -0.24 2.23 4.21
H 2.02 1.31 5.25
H 0.43 3.52 -0.18
H -2.80 -1.68 1.08
H 2.20 -2.89 -2.72
H -0.90 1.58 2.73
H -2.22 -3.84 1.51
H -4.08 3.13 2.16
H 0.12 -4.58 0.72
H 1.04 -0.21 5.43
H 2.42 3.08 -1.82
H 0.58 -3.74 -1.70
H 4.05 2.21 -1.83
H 3.76 3.89 -1.20
H -1.63 -0.94 2.11
H -1.31 -0.14 -3.18
H -0.95 0.65 4.21
H 1.77 1.40 2.90
H -4.47 1.37 0.47
H -2.67 -3.90 -0.16
*
```

=====

A 6-piece molecular cluster, C15H40BrO5 overall. Source: the OMol25 dataset; level of theory: the ωB97M-V functional and the def2-TZVPD basis.

Computed properties:
- calculated total energy (eV) = -96487.05659
- relative energy (zero: lowest compared OMol25 entry of this formula, charge and spin) (kJ/mol) = 0.0
- E_LUMO (eV) = 3.0

Geometry as ORCA input:
```
! wB97M-V def2-TZVPD RIJCOSX def2/J DEFGRID3
* xyz -1 1
Br -0.72 0.87 0.34
O -1.23 2.40 -2.53
O 5.16 0.49 -1.27
O -1.22 3.79 2.54
O 1.54 -0.81 2.46
O -3.27 -1.24 -0.77
C -2.97 -2.63 -0.93
C 1.47 -2.64 0.91
C -0.58 1.30 -4.56
C -0.22 3.91 3.55
C -0.13 -2.49 2.83
C -0.74 3.31 4.85
C -3.10 -3.36 0.42
C 3.79 0.59 -1.70
C -2.79 0.80 -3.46
C 2.90 1.04 -0.56
C 1.28 -2.22 2.36
C 1.02 3.18 3.09
C -1.58 -2.81 -1.49
C -1.73 1.85 -3.74
C 3.32 -0.76 -2.25
H -0.07 0.48 -4.04
H 1.91 1.28 -0.93
H 3.75 -0.91 -3.25
H -0.24 -2.18 3.88
H -1.40 -3.86 -1.76
H -4.00 -2.99 0.92
H -3.78 -3.01 -1.56
H -2.39 -0.08 -2.95
H -1.35 -2.18 -2.35
H 3.79 1.34 -2.49
H -0.83 -2.54 -0.75
H -3.21 -4.43 0.29
H -3.58 1.25 -2.85
H -1.34 2.84 2.41
H -0.06 4.97 3.73
H -0.82 -1.86 2.26
H 2.02 -2.66 3.02
H -3.20 0.45 -4.41
H -0.73 2.22 4.80
H -0.41 -3.54 2.75
H -0.91 0.94 -5.54
H 0.87 2.10 3.09
H -0.07 3.58 5.69
H -2.22 2.65 -4.31
H 2.53 -2.66 0.64
H 1.30 3.53 2.10
H -1.75 3.61 5.14
H 0.98 -1.89 0.27
H 2.76 0.32 0.25
H 3.29 1.97 -0.13
H -2.61 -0.82 -0.19
H 0.14 2.10 -4.73
H 3.61 -1.57 -1.59
H -1.19 1.68 -1.88
H 0.88 -0.38 1.89
H 1.06 -3.62 0.68
H -2.30 -3.06 1.10
H 2.23 -0.75 -2.36
H 1.90 3.37 3.72
H 5.21 -0.25 -0.65
*
```

=====

C15H40F8N9O21S8 as an isolated structure. Source: the OMol25 dataset; level of theory: the ωB97M-V functional and the def2-TZVPD basis.

Computed properties:
- calculated total energy (eV) = -181022.13208
- relative energy (zero: lowest compared OMol25 entry of this formula, charge and spin) (kJ/mol) = 81.7
- E_LUMO (eV) = -2.6

Geometry as ORCA input:
```
! wB97M-V def2-TZVPD RIJCOSX def2/J DEFGRID3
* xyz 1 1
S 15.23 14.51 9.41
S 9.72 18.62 15.46
S 14.95 16.82 16.15
S 19.49 19.73 15.05
S 17.54 13.02 9.72
S 17.46 20.62 16.52
S 9.38 16.14 16.70
S 14.70 16.06 13.63
F 10.91 16.03 17.28
F 15.04 18.24 15.61
F 11.26 18.74 16.20
F 16.12 15.57 13.72
F 19.40 20.96 14.03
F 17.75 19.99 17.93
F 15.87 15.76 8.81
F 18.64 14.11 10.02
O 16.03 20.75 16.46
O 17.61 11.86 10.59
O 14.17 16.84 17.30
O 19.78 18.67 14.01
O 8.94 19.44 16.38
O 9.98 19.04 14.12
O 18.28 21.76 16.62
O 9.01 14.81 16.29
O 14.25 15.12 10.28
O 20.45 20.04 16.03
O 15.88 21.22 12.14
O 16.36 16.56 16.15
O 14.90 13.81 8.21
O 8.67 16.83 17.72
O 10.07 20.12 21.22
O 17.51 5.59 6.72
O 11.84 17.97 11.66
O 19.14 14.09 13.46
O 13.87 15.06 13.03
O 14.95 17.32 12.99
O 17.74 12.67 8.36
N 14.69 20.29 13.95
N 17.98 19.55 15.49
N 9.61 16.96 15.38
N 18.82 16.02 14.76
N 11.85 15.74 11.25
N 14.13 16.18 15.05
N 16.39 6.76 5.15
N 16.36 13.84 10.33
N 9.41 19.27 19.10
C 13.25 19.99 13.45
C 19.65 15.33 15.84
C 15.13 6.14 7.13
C 11.84 19.38 19.58
C 10.47 19.71 20.16
C 17.63 7.10 4.51
C 15.35 21.45 13.19
C 18.86 15.23 13.53
C 16.48 6.13 6.43
C 8.00 19.49 19.72
C 11.88 17.14 10.85
C 18.48 16.12 12.43
C 12.11 17.19 9.40
C 15.36 22.75 13.91
C 10.88 15.25 12.29
H 19.43 16.50 11.96
H 17.40 12.22 11.53
H 9.90 15.34 11.83
H 12.81 15.49 11.70
H 14.49 5.31 6.68
H 11.34 16.62 8.89
H 11.92 19.54 18.54
H 17.91 15.58 11.69
H 15.53 6.63 4.61
H 9.51 18.32 18.79
H 10.99 15.76 13.30
H 15.36 5.90 8.16
H 12.60 20.06 19.99
H 7.28 19.19 19.03
H 14.85 20.43 14.92
H 11.86 15.19 10.41
H 9.37 19.65 18.11
H 11.17 14.24 12.45
H 13.05 19.10 13.95
H 15.24 19.43 13.69
H 19.16 17.03 14.63
H 19.97 14.34 15.56
H 17.96 6.26 3.87
H 13.02 16.63 9.24
H 12.24 18.16 8.86
H 14.49 23.27 13.58
H 16.29 23.30 13.72
H 11.95 18.34 19.82
H 17.57 8.04 3.99
H 15.35 22.77 14.97
H 17.93 16.98 12.72
H 14.68 7.13 7.09
H 17.82 16.18 15.07
H 8.07 18.99 20.66
H 12.61 20.88 13.57
H 13.37 19.69 12.42
H 19.08 15.38 16.79
H 7.97 20.55 19.93
H 20.48 15.94 16.07
H 18.36 7.33 5.25
*
```

=====

Among the records above, which one has the highest relative energy (zero: lowest compared OMol25 entry of this formula, charge and spin)?
C15H38O12S3V